1.
104
Properties=species:S:1:pos:R:3 method="wB97M-V/def2-TZVPD" e_above_lowest_kj_mol=0.0 homo_energy_ev="-4.9 / -7.2" spin_multiplicity=2
Cu 11.8748 14.0719 11.3954
O 14.3412 16.3467 10.9266
C 15.5816 15.8927 10.6082
C 16.6135 16.7920 10.2636
C 17.8597 16.2985 9.8681
C 18.0356 14.9221 9.7732
C 16.9851 14.0579 10.0332
C 15.7533 14.5155 10.5030
P 14.3779 13.3380 10.9804
C 15.1503 12.6501 12.5226
C 15.3893 11.3130 12.8427
C 15.7755 10.9018 14.0954
C 16.0399 11.8116 15.1048
C 15.8487 13.1600 14.8163
C 15.4352 13.5558 13.5489
C 14.5878 12.1335 9.5877
C 14.6260 10.7404 9.6420
C 14.7944 9.9701 8.5228
C 14.9417 10.5559 7.2652
C 14.8426 11.9566 7.1739
C 14.6579 12.7363 8.3089
C 14.0386 17.3132 11.8394
C 14.9396 17.9811 12.6498
C 14.4098 18.9344 13.5340
C 13.0466 19.1992 13.5995
C 12.1902 18.5322 12.7360
C 12.6708 17.5444 11.8470
P 11.6407 16.4235 10.8480
C 9.9511 16.9808 11.2189
C 9.3882 18.1269 10.6741
C 8.1522 18.5775 11.1270
C 7.4454 17.8104 12.0433
C 7.9704 16.6155 12.5008
C 9.2440 16.1902 12.0985
C 12.0841 16.9986 9.1498
C 12.2073 18.3488 8.8824
C 12.5709 18.7773 7.6063
C 12.8406 17.8234 6.6140
C 12.8337 16.4782 6.9322
C 12.4138 16.0537 8.1773
H 16.3886 17.8563 10.2777
H 18.6508 16.9485 9.6017
H 18.9836 14.4619 9.4576
H 17.0763 12.9948 9.9159
H 15.2457 10.5418 12.1212
H 15.9062 9.8482 14.2392
H 16.3458 11.4592 16.0754
H 16.0451 13.9184 15.5625
H 15.2884 14.6257 13.3594
H 14.4417 10.2690 10.5987
H 14.8056 8.8838 8.6296
H 14.9857 9.9640 6.3712
H 14.8315 12.4400 6.2114
H 14.5876 13.8041 8.1990
H 15.9902 17.7661 12.6057
H 15.0517 19.4670 14.2161
H 12.6807 19.9687 14.2783
H 11.1107 18.7349 12.7163
H 9.9029 18.7093 9.9260
H 7.7520 19.4810 10.6936
H 6.4348 18.1016 12.3969
H 7.3969 15.9893 13.1855
H 9.6665 15.2988 12.5227
H 12.0930 19.0453 9.6921
H 12.6179 19.8041 7.3487
H 13.0398 18.1875 5.6162
H 13.0416 15.7286 6.1716
H 12.2975 15.0133 8.4055
Se 8.5829 15.2191 7.9911
N 7.3036 14.3652 8.9147
C 7.9296 13.7182 9.8972
C 7.3053 12.8655 10.8143
C 8.1019 12.1824 11.7385
C 9.4735 12.4033 11.7641
N 10.1280 13.1988 10.8973
C 9.3736 13.8627 9.9594
N 9.9213 14.6758 9.0870
H 6.2151 12.7723 10.7986
H 7.6358 11.5222 12.4695
H 10.1097 11.9046 12.4753
O 12.4459 10.7015 11.6482
N 11.8894 9.6889 11.0823
C 11.0431 9.8920 10.0726
C 10.3979 8.8290 9.4779
C 10.5974 7.5267 9.8806
C 11.5205 7.3456 10.9028
C 12.1649 8.4196 11.4710
H 10.8480 10.9291 9.8049
H 9.7471 9.0040 8.6234
H 10.0368 6.7007 9.4317
H 11.7205 6.3686 11.3527
H 12.8602 8.3357 12.2726
C 12.0566 11.6436 14.4863
C 11.9623 13.1147 14.6228
N 11.9675 14.0368 13.6654
C 11.9598 15.2559 14.3294
C 11.9113 15.0705 15.6851
N 11.9335 13.7018 15.8456
H 11.9948 11.3407 13.4434
H 11.3125 11.1001 15.0716
H 13.0358 11.3208 14.8195
H 12.0017 16.2320 13.8224
H 11.8252 15.7531 16.5247
H 11.8267 13.2311 16.7268



2.
37
Properties=species:S:1:pos:R:3 method="wB97M-V/def2-TZVPD" e_above_lowest_kj_mol=0.0 homo_energy_ev="-12.5 / -12.4" charge=+1 spin_multiplicity=2
Co 0.2473 0.5796 -0.9528
O -2.2483 3.0807 -2.9101
C -1.6794 2.1453 -2.1936
O -0.4926 2.1615 -1.9007
C -2.6350 1.0846 -1.7062
O -1.9429 0.0249 -1.0894
C -1.8762 -1.1769 -1.8855
C -0.7011 -1.1781 -2.8658
O -0.6859 -1.9896 -3.7572
O 0.2482 -0.3200 -2.6063
H -1.5877 3.7361 -3.1956
H -3.2925 1.5561 -0.9704
H -3.2569 0.7507 -2.5387
H -1.7451 -1.9986 -1.1823
H -2.8098 -1.3323 -2.4239
N 1.8830 -2.2739 -1.6474
C 1.7189 -2.0371 -0.3553
N 2.1451 -2.9577 0.5080
C 2.0218 -2.6723 1.7961
N 2.4001 -3.5829 2.6895
N 1.5434 -1.4954 2.2900
C 1.1308 -0.6680 1.3764
N 1.1293 -0.8658 0.0443
C 0.6340 0.6637 1.8013
C 0.6128 1.0648 3.1215
C 0.1940 2.3543 3.4123
C -0.1766 3.1914 2.3726
C -0.1330 2.7095 1.0762
N 0.2557 1.4657 0.7939
H 2.2782 -3.1605 -1.9110
H 1.5164 -1.6338 -2.3449
H 2.7791 -4.4589 2.3751
H 2.3310 -3.3786 3.6704
H 0.9284 0.3697 3.8851
H 0.1655 2.7034 4.4354
H -0.4935 4.2081 2.5541
H -0.4063 3.3304 0.2348